<A>
# C2H3FO3S

A 3-piece molecular cluster, C2H3FO3S overall (wB97M-V/def2-TZVPD, the OMol25 dataset).

Each atom is followed by the atoms it is bonded to, with distances in Å.
Element x y z (Å)
1 C -1.01760 -1.37775 -0.40897  C2 1.211, H8 1.020
2 C -0.44830 -1.09547 -1.43977  C1 1.211, H10 1.072
3 O 2.53671 1.91377 -0.82093  S7 1.410
4 O 1.31537 0.21301 0.41178  S7 1.452
5 O -0.59338 0.53111 2.21161  F6 1.397, H9 0.952
6 F -1.38150 1.37748 1.42859  O5 1.397
7 S 1.46845 0.99375 -0.80337  O3 1.410, O4 1.452
8 H -1.68356 -1.82136 0.22421  C1 1.020
9 H -0.30446 -0.00152 1.47754  O5 0.952
10 H 0.10828 -0.73302 -2.28068  C2 1.072

As for the HOMO-LUMO gap: 9.6 eV. As for the HOMO energy: -11.07 eV.

These are the Mulliken partial charges, in e, on atoms 1 to 6: -0.5728 -0.3299 -0.3851 -0.3785 -0.2426 -0.1356

<B>
# C2H3FO3S

A 2-piece molecular cluster, C2H3FO3S overall (wB97M-V/def2-TZVPD, the OMol25 dataset).

Each atom is followed by the atoms it is bonded to, with distances in Å.
Element x y z (Å)
1 C -0.51776 -1.17899 -0.94756  C2 1.355, H8 1.059, H9 1.164
2 C 0.43285 -0.93323 -0.01431  C1 1.355, S7 1.876, H10 1.099
3 O 2.11670 1.06826 0.68460  S7 1.440
4 O 0.64760 1.56812 -1.25774  S7 1.439
5 O -0.92263 1.73388 1.65194  F6 1.415
6 F -1.52498 0.46532 1.82235  O5 1.415
7 S 0.86609 0.89215 -0.00689  C2 1.876, O3 1.440, O4 1.439
8 H -0.91880 -2.09953 -1.28409  C1 1.059
9 H -0.83447 -0.33262 -1.68120  C1 1.164
10 H 0.65539 -1.18336 1.03291  C2 1.099

As for the HOMO-LUMO gap (alpha / beta): 7.3 / 7.3 eV. As for the HOMO energy (alpha / beta): -10.00 / -9.99 eV.

These are the Mulliken partial charges, in e, on atoms 1 to 6: -0.4569 -0.0673 -0.4374 -0.4608 -0.3253 -0.1441

<C>
# C2H3FO3S

A 2-piece molecular cluster, C2H3FO3S overall (wB97M-V/def2-TZVPD, the OMol25 dataset).

Each atom is followed by the atoms it is bonded to, with distances in Å.
Element x y z (Å)
1 C 1.41676 -0.72310 0.54109  S7 1.633, H8 1.070, H9 1.071
2 C -1.37497 1.85887 -0.55978  O5 1.181, F6 1.328, H10 1.099
3 O 2.10476 1.76166 1.05871  S7 1.430
4 O 2.55840 0.86519 -1.20938  S7 1.429
5 O -0.26640 1.49579 -0.74638  C2 1.181
6 F -1.70884 2.64107 0.46065  C2 1.328
7 S 1.90927 0.75790 0.05941  C1 1.633, O3 1.430, O4 1.429
8 H 0.83519 -0.74376 1.43865  C1 1.070
9 H 1.18656 -1.39852 -0.25709  C1 1.071
10 H -2.27161 1.62331 -1.14979  C2 1.099

As for the HOMO-LUMO gap: 9.8 eV. As for the HOMO energy: -9.66 eV.

These are the Mulliken partial charges, in e, on atoms 1 to 6: -0.6078 0.2273 -0.5220 -0.5326 -0.3442 -0.1759

It turns out <C> is the most stable, with the second structure 4.256 eV higher.

<A>
# C4H7OP

One molecule with the formula C4H7OP (wB97M-V/def2-TZVPD, the OMol25 dataset).

Each atom is followed by the atoms it is bonded to, with distances in Å.
Element x y z (Å)
1 C -1.19554 -2.12985 0.79843  C2 1.212, H7 1.047
2 C -0.42902 -1.23401 0.51636  C1 1.212, P6 1.777
3 C -0.17932 1.24463 1.11024  P6 1.860, H8 1.100, H9 1.082, H10 1.108
4 C 0.45150 0.22318 -1.79871  P6 1.998, H11 1.045, H12 1.077, H13 1.097
5 O 2.24243 -0.22608 0.41916  P6 1.476
6 P 0.80680 -0.00947 0.15398  C2 1.777, C3 1.860, C4 1.998, O5 1.476
7 H -1.85983 -2.84713 1.17408  C1 1.047
8 H 0.32360 2.19079 1.36093  C3 1.100
9 H -1.04727 1.54922 0.54108  C3 1.082
10 H -0.62468 0.86180 2.05022  C3 1.108
11 H -0.21127 -0.57614 -1.91781  C4 1.045
12 H 0.26309 1.10284 -2.39033  C4 1.077
13 H 1.45950 -0.14978 -2.01763  C4 1.097

As for the HOMO-LUMO gap: 11.1 eV. As for the HOMO energy: -10.26 eV.

These are the Mulliken partial charges, in e, on atoms 1 to 6: 0.5538 -1.0343 -1.1087 -1.0074 -0.6563 0.7762

<B>
# C4H7OP

A 2-piece molecular cluster, C4H7OP overall (wB97M-V/def2-TZVPD, the OMol25 dataset).

Each atom is followed by the atoms it is bonded to, with distances in Å.
Element x y z (Å)
1 C 0.10114 0.01470 1.21728  C2 1.456, C3 1.524, O5 1.228
2 C -0.76033 -0.23575 0.06988  C1 1.456, P6 1.627
3 C 1.31717 -0.89847 1.32019  C1 1.524, H7 1.111, H8 1.123, H9 1.124
4 C -0.48407 1.42817 -1.57863  H10 1.053, H11 1.087, H12 1.154
5 O -0.12233 1.00567 1.90744  C1 1.228
6 P -1.54061 -1.57464 -0.42545  C2 1.627, H13 1.556
7 H 2.15486 -0.27303 0.94401  C3 1.111
8 H 1.17995 -1.86968 0.77328  C3 1.123
9 H 1.55465 -1.15696 2.38765  C3 1.124
10 H -1.08474 2.03167 -0.95960  C4 1.053
11 H -0.80414 0.80305 -2.40879  C4 1.087
12 H 0.58927 1.83120 -1.44776  C4 1.154
13 H -2.10081 -1.10592 -1.79950  P6 1.556

As for the HOMO-LUMO gap: 8.1 eV. As for the HOMO energy: -8.82 eV.

These are the Mulliken partial charges, in e, on atoms 1 to 6: 0.4381 0.1007 -0.8784 -0.7744 -0.5470 -0.1166

It turns out <A> is the most stable, with the second structure 3.037 eV higher.

<A>
# C5H3N3

One molecule with the formula C5H3N3 (wB97M-V/def2-TZVPD, the OMol25 dataset).

Each atom is followed by the atoms it is bonded to, with distances in Å.
Element x y z (Å)
1 C 1.78752 -0.35018 0.08971  C5 1.543, H6 1.108, N9 1.322
2 C -0.17505 -1.02217 -0.09175  C4 1.418, N9 1.394, N10 1.260
3 C -1.69510 0.62912 0.00596  C4 1.410, H7 1.073, N11 1.311
4 C -0.30699 0.38894 -0.05677  C2 1.418, C3 1.410, C5 1.373
5 C 0.94341 0.94091 0.07065  C1 1.543, C4 1.373, H8 1.034
6 H 2.89064 -0.33380 -0.00751  C1 1.108
7 H -2.38167 1.45339 -0.01334  C3 1.073
8 H 1.45363 1.83383 -0.03864  C5 1.034
9 N 1.13859 -1.48911 -0.08000  C1 1.322, C2 1.394
10 N -1.29186 -1.55299 0.14895  C2 1.260, N11 1.514
11 N -2.36310 -0.49792 -0.02725  C3 1.311, N10 1.514

As for the HOMO-LUMO gap: 7.8 eV. As for the HOMO energy: -9.90 eV.

These are the Mulliken partial charges, in e, on atoms 1 to 6: -0.0366 0.3533 -0.5290 0.8067 -0.6185 0.3841

<B>
# C5H3N3

One molecule with the formula C5H3N3 (wB97M-V/def2-TZVPD, the OMol25 dataset).

Each atom is followed by the atoms it is bonded to, with distances in Å.
Element x y z (Å)
1 C -0.81275 -0.44134 -2.00781  C2 1.441, N9 1.171
2 C 0.08681 0.46043 -1.33290  C1 1.441, C3 1.346, H6 1.090
3 C 0.28867 0.32274 -0.00954  C2 1.346, C4 1.434, N11 1.401
4 C -0.32206 -0.62566 0.87611  C3 1.434, H7 1.099, N10 1.289
5 C 1.01892 0.62185 1.89785  H8 1.109, N10 1.439, N11 1.280
6 H 0.62960 1.22139 -1.89380  C2 1.090
7 H -1.07637 -1.38125 0.61387  C4 1.099
8 H 1.53418 1.07883 2.76752  C5 1.109
9 N -1.64643 -1.07492 -2.53279  C1 1.171
10 N 0.08939 -0.46039 2.08643  C4 1.289, C5 1.439
11 N 1.17919 1.11429 0.72782  C3 1.401, C5 1.280

As for the HOMO-LUMO gap: 8.8 eV. As for the HOMO energy: -10.67 eV.

These are the Mulliken partial charges, in e, on atoms 1 to 6: 0.1422 -0.1734 0.5947 -0.1783 -0.0946 0.4248

It turns out <B> is the most stable, with the second structure 2.378 eV higher.

<A>
# C4H3ClN2S

A 2-piece molecular cluster, C4H3ClN2S overall (wB97M-V/def2-TZVPD, the OMol25 dataset).

Each atom is followed by the atoms it is bonded to, with distances in Å.
Element x y z (Å)
1 C -1.76386 1.05807 -0.34047  N5 1.142, H10 1.080
2 C 0.90178 -0.47363 -0.80872  C3 1.369, N6 1.335, H9 1.073
3 C 0.38181 -1.57240 -0.17846  C2 1.369, S7 1.703, H11 1.080
4 C 0.75832 0.47777 1.08826  N6 1.277, S7 1.821, Cl8 1.654
5 N -1.79724 2.16442 -0.62335  C1 1.142
6 N 1.02117 0.67871 -0.14565  C2 1.335, C4 1.277
7 S 0.13026 -1.19002 1.46237  C3 1.703, C4 1.821
8 Cl 0.80387 1.67192 2.23207  C4 1.654
9 H 1.01961 -0.27956 -1.85779  C2 1.073
10 H -2.08973 0.02928 -0.30632  C1 1.080
11 H 0.63402 -2.56456 -0.52195  C3 1.080

As for the HOMO-LUMO gap: 9.6 eV. As for the HOMO energy: -9.36 eV.

These are the Mulliken partial charges, in e, on atoms 1 to 6: 0.0869 -0.3537 -0.2772 0.4247 -0.3665 -0.4051

<B>
# C4H3ClN2S

One molecule with the formula C4H3ClN2S (wB97M-V/def2-TZVPD, the OMol25 dataset).

Each atom is followed by the atoms it is bonded to, with distances in Å.
Element x y z (Å)
1 C 0.15275 1.25689 0.43997  C2 1.554, H6 1.164, N8 1.246
2 C -0.87948 0.39512 -0.33839  C1 1.554, C3 1.385, Cl11 1.660
3 C -1.41615 -0.86244 -0.12053  C2 1.385, C4 1.390, H7 1.198
4 C -0.99771 -1.56733 1.00253  C3 1.390, N9 1.204
5 H 3.20005 -0.05961 0.82673  S10 1.419
6 H -0.15111 2.32075 0.80224  C1 1.164
7 H -2.18367 -1.28808 -0.93563  C3 1.198
8 N 1.29469 0.80118 0.64073  C1 1.246, S10 1.708
9 N -0.64005 -2.22530 1.94542  C4 1.204
10 S 2.08125 -0.64257 0.17814  H5 1.419, N8 1.708
11 Cl -1.17084 1.40843 -1.62048  C2 1.660

As for the HOMO-LUMO gap: 9.0 eV. As for the HOMO energy: -9.45 eV.

These are the Mulliken partial charges, in e, on atoms 1 to 6: -0.0995 0.3734 -0.2061 0.1601 0.1913 0.3175

It turns out <A> is the most stable, with the second structure 1.399 eV higher.

<A>
# C8H10N2O

One molecule with the formula C8H10N2O (wB97M-V/def2-TZVPD, the OMol25 dataset).

Each atom is followed by the atoms it is bonded to, with distances in Å.
Element x y z (Å)
1 C -1.36400 -0.00016 1.31342  C2 1.468, N9 1.283, H12 1.061
2 C -0.02546 -0.48057 0.94794  C1 1.468, C3 1.531, C5 1.379
3 C 0.21149 -1.53120 2.03555  C2 1.531, C4 1.340, N10 1.493
4 C 1.01496 -2.43412 2.61507  C3 1.340, O11 1.154
5 C 0.63692 -0.06036 -0.18683  C2 1.379, C8 1.505, H13 1.015
6 C 1.24341 2.02368 -1.65401  C8 1.596, H14 1.177, H15 1.081, H16 1.030
7 C -0.55186 0.30801 -2.28699  C8 1.542, H17 1.098, H18 1.169, H19 1.173
8 C 0.13051 1.02113 -1.10222  C5 1.505, C6 1.596, C7 1.542, H20 1.063
9 N -1.92737 -0.68007 2.24377  C1 1.283, N10 1.338
10 N -1.08999 -1.58354 2.76595  C3 1.493, N9 1.338, H21 1.023
11 O 1.65969 -3.06769 3.33244  C4 1.154
12 H -1.73761 0.82976 0.76899  C1 1.061
13 H 1.49484 -0.43111 -0.58367  C5 1.015
14 H 0.66423 3.03938 -1.78673  C6 1.177
15 H 1.73427 1.70200 -2.56193  C6 1.081
16 H 1.91610 2.02452 -0.87415  C6 1.030
17 H -1.47417 -0.15714 -1.91352  C7 1.098
18 H 0.03138 -0.68625 -2.48188  C7 1.169
19 H -0.72743 1.06186 -3.16874  C7 1.173
20 H -0.41813 1.62447 -0.42015  C8 1.063
21 H -1.42178 -2.52262 2.99768  N10 1.023

As for the HOMO-LUMO gap (alpha / beta): 7.8 / 7.8 eV. As for the HOMO energy (alpha / beta): -7.37 / -7.37 eV.

These are the Mulliken partial charges, in e, on atoms 1 to 6: -0.5535 0.3411 -0.2554 0.3854 -0.6594 -1.5981

<B>
# C8H10N2O

One molecule with the formula C8H10N2O (wB97M-V/def2-TZVPD, the OMol25 dataset).

Each atom is followed by the atoms it is bonded to, with distances in Å.
Element x y z (Å)
1 C -2.32957 -0.65049 -0.35934  C2 1.415, C3 1.393, H12 1.076
2 C -2.83834 0.65391 -0.15541  C1 1.415, N9 1.457, H13 1.011
3 C -1.01100 -0.70187 0.08675  C1 1.393, C4 1.358, C5 1.460
4 C -0.60502 0.55659 0.39592  C3 1.358, N9 1.356, N10 1.576
5 C -0.01930 -1.76539 -0.04763  C3 1.460, C6 1.323, H14 1.070
6 C 1.13744 -1.64436 0.58260  C5 1.323, C7 1.501, H15 1.156
7 C 1.52652 -0.39658 1.32032  C6 1.501, N10 1.476, H16 1.049, H17 1.081
8 C 1.45962 0.99617 -1.33066  O11 1.459, H18 1.043, H19 1.045, H20 1.132
9 N -1.67339 1.38847 0.31874  C2 1.457, C4 1.356, H21 0.988
10 N 0.82788 0.85766 0.97887  C4 1.576, C7 1.476, O11 1.410
11 O 1.46029 1.63050 -0.01643  C8 1.459, N10 1.410
12 H -2.80112 -1.59173 -0.57982  C1 1.076
13 H -3.58982 1.18030 -0.57923  C2 1.011
14 H -0.32887 -2.71440 -0.43230  C5 1.070
15 H 2.03684 -2.35121 0.41633  C6 1.156
16 H 1.43673 -0.43260 2.36514  C7 1.049
17 H 2.55809 -0.17337 1.08488  C7 1.081
18 H 1.24075 1.80968 -1.94616  C8 1.043
19 H 0.61340 0.38617 -1.26522  C8 1.045
20 H 2.52359 0.61498 -1.38625  C8 1.132
21 H -1.62471 2.34759 0.54890  N9 0.988

As for the HOMO-LUMO gap: 9.0 eV. As for the HOMO energy: -8.00 eV.

These are the Mulliken partial charges, in e, on atoms 1 to 6: -0.6219 -0.8416 1.1512 -0.2910 -0.7303 -0.2735

It turns out <B> is the most stable, with the second structure 0.149 eV higher.

<A>
# C5H4N4

One molecule with the formula C5H4N4 (wB97M-V/def2-TZVPD, the OMol25 dataset).

Each atom is followed by the atoms it is bonded to, with distances in Å.
Element x y z (Å)
1 C 1.08912 -1.03085 0.58230  C5 1.467, N6 1.130
2 C 1.63489 0.19283 -1.25694  C5 1.480, N7 1.126
3 C 0.76558 1.25176 0.79079  C5 1.496, N8 1.153
4 C -0.93924 -0.08687 -0.64286  C5 1.636, N9 1.453, H10 1.116, H11 1.121
5 C 0.61723 0.12691 -0.18499  C1 1.467, C2 1.480, C3 1.496, C4 1.636
6 N 1.36197 -1.87442 1.28277  C1 1.130
7 N 2.50493 0.14616 -1.97022  C2 1.126
8 N 0.87403 2.12164 1.53928  C3 1.153
9 N -1.87304 -0.26286 0.45699  C4 1.453, H12 0.977, H13 1.005
10 H -0.99838 -0.86763 -1.43861  C4 1.116
11 H -1.09378 0.92699 -1.09666  C4 1.121
12 H -1.82851 -1.14506 0.87438  N9 0.977
13 H -2.11480 0.50141 1.06378  N9 1.005

As for the HOMO-LUMO gap: 11.0 eV. As for the HOMO energy: -10.66 eV.

These are the Mulliken partial charges, in e, on atoms 1 to 6: -0.3110 -0.2735 -0.2074 -0.7045 1.8506 -0.3595

<B>
# C5H4N4

One molecule with the formula C5H4N4 (wB97M-V/def2-TZVPD, the OMol25 dataset).

Each atom is followed by the atoms it is bonded to, with distances in Å.
Element x y z (Å)
1 C -1.10311 1.62582 -0.23113  C2 1.420, N10 1.141
2 C -1.79376 0.48848 0.26411  C1 1.420, C3 1.337, H6 1.076
3 C -1.46445 -0.79804 0.11342  C2 1.337, H7 1.068, N11 1.377
4 C 1.52946 0.00073 0.11783  C5 1.452, H9 1.115, N12 1.312
5 C 2.93896 0.30233 -0.05414  C4 1.452, N13 1.156
6 H -2.71606 0.64649 0.79447  C2 1.076
7 H -2.14701 -1.57511 0.37804  C3 1.068
8 H -0.44401 -2.28795 -0.78477  N11 0.992
9 H 1.06302 0.73618 0.81413  C4 1.115
10 N -0.52441 2.56227 -0.53271  C1 1.141
11 N -0.32295 -1.39031 -0.38013  C3 1.377, H8 0.992, N12 1.355
12 N 0.94802 -0.95821 -0.56392  C4 1.312, N11 1.355
13 N 4.03629 0.64733 0.06478  C5 1.156

As for the HOMO-LUMO gap: 8.9 eV. As for the HOMO energy: -9.40 eV.

These are the Mulliken partial charges, in e, on atoms 1 to 6: 0.3005 -0.5198 0.0319 0.1035 0.0779 0.3143

It turns out <A> is the most stable, with the second structure 0.688 eV higher.